DFT (the ωB97M-V functional and the def2-TZVPD basis) results for one molecule with the formula C4H4FNO in a non-equilibrium geometry.

```
11
Properties=species:S:1:pos:R:3:forces:R:3:nbo_charge:R:1
N 0.4720 0.8704 0.4058 2.00 9.73 0.10 -0.49
H -2.3204 -0.0742 1.4303 1.87 4.18 -2.17 0.50
H 2.2930 1.0455 -0.6930 -1.25 -1.80 0.22 0.24
H 0.3477 2.0290 0.3021 0.51 -4.01 0.97 0.40
O -1.7976 0.8208 0.9297 -1.98 -4.00 3.48 -0.65
C -0.5554 -0.8792 -0.2800 1.99 -0.16 2.48 0.23
H 1.4030 -1.6472 -1.4801 -1.72 1.64 2.42 0.23
F -1.4865 -1.8550 -0.0556 0.65 -0.16 -0.95 -0.33
C 1.4158 0.3621 -0.4486 -0.78 -1.38 0.69 -0.12
C -0.6294 0.2330 0.5718 -2.84 -2.32 -2.98 0.33
C 0.8578 -0.9052 -0.6824 1.54 -1.71 -4.28 -0.33
```
Positions in Å, forces in eV/Å.

Summary:
HOMO-LUMO gap in eV: 8.626
SMILES string: Oc1[nH]ccc1F
LUMO energy in eV: 0.5
Calculated total energy in hartree: -384.556850
Relative energy (zero: lowest compared OMol25 entry of this formula, charge and spin) in eV: 3.2308
Net charge: 0